i.
A cluster of 2 separate species, C6H14N2O2 in total, computed with ωB97M-V/def2-TZVPD.

The SMILES is CNC(C)=O.CNC(C)=O. As for the HOMO energy: -8.900 eV.

```
! RIJCOSX wB97M-V def2-TZVPD def2/J DEFGRID3
* xyz 0 1
C 1.800 -1.558 -0.831
N 2.214 -0.255 -1.340
C 1.427 0.864 -1.353
C 2.089 1.933 -2.287
O 0.293 0.918 -0.946
H 0.782 -1.734 -1.184
H 2.500 -2.269 -1.262
H 1.822 -1.588 0.255
H 3.149 -0.156 -1.651
H 3.018 2.264 -1.833
H 2.164 1.360 -3.209
H 1.463 2.785 -2.541
C -2.023 1.574 2.000
N -1.871 0.362 1.250
C -2.002 -0.869 1.854
C -1.672 -2.026 0.958
O -2.476 -0.931 2.976
H -1.429 2.416 1.630
H -3.013 2.045 1.853
H -1.918 1.435 3.068
H -1.604 0.488 0.289
H -1.377 -2.842 1.627
H -2.493 -2.440 0.379
H -0.843 -1.778 0.298
*
```

Atom charges from the Mulliken analysis, given in e for atoms 1 to 8: C -0.7764; N -0.1830; C 0.6083; C -1.1588; O -0.5834; H 0.2000; H 0.3555; H 0.2628

ii.
A cluster of 2 separate species, C6H14N2O2 in total, computed with ωB97M-V/def2-TZVPD.

The SMILES is CNC(C)=O.CNC(C)=O. As for the HOMO energy: -9.016 eV.

```
! RIJCOSX wB97M-V def2-TZVPD def2/J DEFGRID3
* xyz 0 1
C 0.883 0.004 -1.774
N 1.656 -0.981 -1.025
C 1.854 -0.858 0.315
C 2.363 -1.908 1.239
O 1.424 0.092 0.888
H 0.223 -0.410 -2.350
H 0.345 0.727 -1.099
H 1.657 0.687 -2.234
H 1.675 -2.042 -1.368
H 3.289 -2.397 0.949
H 2.638 -1.531 2.294
H 1.714 -2.797 1.368
C -1.791 -1.270 0.218
N -1.421 0.110 0.628
C -1.701 1.297 -0.129
C -0.976 2.518 0.519
O -2.465 1.312 -1.063
H -2.575 -1.570 0.928
H -2.014 -1.318 -0.898
H -0.861 -1.795 0.416
H -0.790 0.176 1.451
H -0.731 3.395 -0.052
H -1.677 2.841 1.290
H 0.003 2.199 1.156
*
```

Atom charges from the Mulliken analysis, given in e for atoms 1 to 8: C -0.7777; N -0.2001; C 0.5755; C -1.1629; O -0.5323; H 0.4136; H 0.1566; H 0.3083

Which of them is the most stable, and which is the least stable? i and ii, in that order.

i.
A cluster of 2 separate species, C6H14N2O2 in total, computed with ωB97M-V/def2-TZVPD.

The SMILES is CNC(C)=O.CNC(C)=O. As for the HOMO energy: -8.956 eV.

```
! RIJCOSX wB97M-V def2-TZVPD def2/J DEFGRID3
* xyz 0 1
C 1.128 -0.272 1.979
N 1.473 1.048 1.530
C 1.690 1.281 0.248
C 2.322 2.648 0.032
O 1.464 0.545 -0.706
H 1.283 -0.161 3.116
H 0.009 -0.489 1.712
H 1.851 -1.104 1.544
H 1.972 1.714 2.140
H 2.175 3.133 -0.883
H 2.052 3.328 0.799
H 3.406 2.492 0.070
C -1.014 -2.713 0.009
N -1.189 -1.295 -0.431
C -1.840 -1.001 -1.588
C -2.519 0.283 -1.745
O -1.827 -1.880 -2.561
H -1.902 -3.137 -0.395
H -0.093 -3.173 -0.356
H -1.205 -2.690 1.075
H -0.552 -0.641 -0.036
H -3.656 0.290 -1.665
H -2.596 1.160 -1.099
H -2.432 0.634 -2.788
*
```

Atom charges from the Mulliken analysis, given in e for atoms 1 to 8: C -0.6691; N -0.1885; C 0.7957; C -1.3297; O -0.6193; H 0.3513; H 0.1927; H 0.2488

ii.
A cluster of 2 separate species, C6H14N2O2 in total, computed with ωB97M-V/def2-TZVPD.

The SMILES is CNC(C)=O.CNC(C)=O. As for the HOMO energy: -9.852 eV.

```
! RIJCOSX wB97M-V def2-TZVPD def2/J DEFGRID3
* xyz 0 1
C 2.202 -0.828 0.709
N 1.427 0.359 0.492
C 2.070 1.244 -0.383
C 1.358 2.568 -0.599
O 3.131 1.034 -0.915
H 1.952 -1.687 0.078
H 3.259 -0.698 0.493
H 2.083 -1.168 1.758
H 0.424 0.312 0.544
H 0.324 2.526 -0.273
H 1.891 3.318 -0.014
H 1.390 2.882 -1.637
C -1.412 -1.823 -1.546
N -1.573 -0.735 -0.601
C -1.847 -1.035 0.701
C -2.326 0.306 1.396
O -1.946 -2.043 1.356
H -0.544 -2.442 -1.293
H -2.340 -2.399 -1.614
H -1.150 -1.506 -2.566
H -1.105 0.135 -0.746
H -1.955 0.242 2.416
H -1.898 1.128 0.844
H -3.415 0.307 1.401
*
```

Atom charges from the Mulliken analysis, given in e for atoms 1 to 8: C -0.9877; N -0.1194; C 0.6781; C -0.9184; O -0.5946; H 0.2569; H 0.3890; H 0.3455

iii.
A cluster of 2 separate species, C6H14N2O2 in total, computed with ωB97M-V/def2-TZVPD.

The SMILES is CNC(C)=O.CNC(C)=O. As for the HOMO energy: -9.431 eV.

```
! RIJCOSX wB97M-V def2-TZVPD def2/J DEFGRID3
* xyz 0 1
C 2.989 1.422 0.296
N 2.581 0.049 0.183
C 2.629 -0.658 -0.974
C 1.885 -1.973 -0.990
O 3.166 -0.227 -1.976
H 2.202 2.048 0.706
H 3.955 1.635 0.784
H 3.246 1.804 -0.698
H 2.166 -0.292 1.033
H 1.027 -1.938 -0.312
H 1.516 -2.097 -2.004
H 2.494 -2.824 -0.694
C -1.919 -0.313 2.095
N -2.669 -0.187 0.875
C -2.289 0.732 -0.069
C -3.158 0.786 -1.302
O -1.338 1.471 0.073
H -1.228 -1.156 2.108
H -1.328 0.584 2.228
H -2.591 -0.419 2.942
H -3.257 -0.925 0.500
H -3.490 1.817 -1.387
H -2.564 0.521 -2.170
H -4.025 0.141 -1.246
*
```

Atom charges from the Mulliken analysis, given in e for atoms 1 to 8: C -0.9037; N -0.1770; C 0.7234; C -0.9074; O -0.6298; H 0.3077; H 0.3024; H 0.3197

Which of them is the most stable, and which is the least stable? iii and i, in that order.

i.
A cluster of 3 separate species, C4H6FN2 in total, computed with ωB97M-V/def2-TZVPD.

As for the HOMO energy: -11.190 eV.

```
! RIJCOSX wB97M-V def2-TZVPD def2/J DEFGRID3
* xyz 1 1
C -6.410 -1.503 0.872
C 6.545 -0.622 -0.560
C 7.846 -0.653 -0.290
C -5.856 2.714 -0.362
N -6.137 1.720 0.209
N -6.581 -0.490 1.293
F -6.277 -2.689 0.561
H 5.871 0.025 -0.091
H 6.201 -1.211 -1.337
H 8.407 -1.349 -0.948
H 8.355 -0.398 0.603
H -5.674 3.679 -0.639
H -6.289 0.776 0.689
*
```

Atom charges from the Mulliken analysis, given in e for atoms 1 to 8: C 0.3486; C -0.4669; C -0.4901; C 0.0446; N -0.0203; N -0.2306; F -0.1056; H 0.2639

ii.
The ion C4H6FN2 with charge +1, computed with ωB97M-V/def2-TZVPD.

As for the HOMO energy: -15.118 eV.

```
! RIJCOSX wB97M-V def2-TZVPD def2/J DEFGRID3
* xyz 1 1
C 0.831 0.353 -0.976
C -0.120 0.930 -0.092
C 2.575 0.116 0.536
C -0.589 -0.383 0.748
N -0.566 2.067 0.092
N 2.121 0.045 -0.732
F 3.919 -0.011 0.463
H 0.551 -0.024 -2.028
H -1.607 -0.303 1.029
H -0.445 -1.271 0.239
H 0.312 -0.391 1.342
H -1.262 2.135 0.959
H 2.894 -0.146 -1.520
*
```

Atom charges from the Mulliken analysis, given in e for atoms 1 to 8: C -0.0677; C 0.5528; C -0.1835; C -1.1786; N -0.5282; N 0.0449; F -0.0969; H 0.4054

Which of them is the most stable, and which is the least stable? i and ii, in that order.

i.
A structure of composition CHN3O2, computed with ωB97M-V/def2-TZVPD.

As for the HOMO energy: -11.046 eV.

```
! RIJCOSX wB97M-V def2-TZVPD def2/J DEFGRID3
* xyz 0 1
O -0.729 -1.825 -0.540
C -0.256 -0.718 -0.536
N -0.170 0.057 0.748
N 0.455 1.192 0.587
N 0.796 1.516 -0.508
O 0.244 0.065 -1.439
H -0.340 -0.287 1.688
*
```

In elementary charge units, the Mulliken charges are: O -0.5205; C 0.5804; N 0.0664; N -0.0233; N 0.0436; O -0.4056; H 0.2590

ii.
A cluster of 2 separate species, CHN3O2 in total, computed with ωB97M-V/def2-TZVPD.

The SMILES is N#[N+][O-].N=C=O. As for the HOMO energy: -11.244 eV.

```
! RIJCOSX wB97M-V def2-TZVPD def2/J DEFGRID3
* xyz 0 1
N 2.142 0.660 -0.729
N 2.046 -0.373 -0.327
O 2.020 -1.387 0.269
N -1.356 0.117 -0.501
C -1.574 0.574 0.592
O -1.549 1.189 1.556
H -1.730 -0.780 -0.861
*
```

In elementary charge units, the Mulliken charges are: N -0.2633; N 0.7680; O -0.5092; N -0.4587; C 0.5382; O -0.3550; H 0.2800

iii.
An isolated molecule of CHN3O2, computed with ωB97M-V/def2-TZVPD.

The SMILES is O=c1nn[nH]o1. As for the HOMO energy: -10.885 eV.

```
! RIJCOSX wB97M-V def2-TZVPD def2/J DEFGRID3
* xyz 0 1
O -2.203 -0.042 0.048
C -1.062 0.230 0.106
N -0.306 1.346 0.041
N 0.871 0.880 -0.086
N 1.076 -0.407 0.275
O -0.222 -1.020 -0.082
H 1.844 -0.986 -0.303
*
```

In elementary charge units, the Mulliken charges are: O -0.4150; C 0.5909; N -0.1909; N -0.0845; N 0.0196; O -0.2467; H 0.3267

Which of them is the most stable, and which is the least stable? ii and iii, in that order.

i.
An isolated molecule of C5H10S, computed with ωB97M-V/def2-TZVPD.

The SMILES is C=C[C@@H](S)CC. As for the HOMO energy: -8.879 eV.

```
! RIJCOSX wB97M-V def2-TZVPD def2/J DEFGRID3
* xyz 0 1
C 1.489 1.794 -0.144
C 0.662 0.852 0.251
C 0.408 -0.475 -0.357
S 1.994 -1.456 -0.042
C -0.855 -1.156 0.147
C -2.034 -0.253 -0.095
H 2.151 1.802 -1.056
H 1.650 2.667 0.397
H 0.227 1.032 1.266
H 0.334 -0.375 -1.529
H 2.396 -0.899 1.040
H -1.003 -2.038 -0.533
H -0.781 -1.517 1.209
H -2.737 -0.706 -0.702
H -1.556 0.524 -0.676
H -2.345 0.206 0.822
*
```

Atom charges from the Mulliken analysis, given in e for atoms 1 to 8: C -0.7738; C -0.2296; C -0.0801; S -0.2210; C -0.3866; C -1.1392; H 0.2081; H 0.3158

ii.
An isolated molecule of C5H10S, computed with ωB97M-V/def2-TZVPD.

The SMILES is C1CCSCC1. As for the HOMO energy: -8.353 eV.

```
! RIJCOSX wB97M-V def2-TZVPD def2/J DEFGRID3
* xyz 0 1
C -1.066 0.190 -0.581
C -0.327 1.202 0.290
C 1.165 1.283 -0.025
S 1.915 -0.354 -0.389
C 0.680 -1.397 0.423
C -0.722 -1.275 -0.209
H -0.793 0.365 -1.621
H -2.125 0.325 -0.497
H -0.467 0.938 1.369
H -0.764 2.235 0.139
H 1.734 1.753 0.786
H 1.314 1.871 -0.949
H 1.024 -2.408 0.344
H 0.662 -1.161 1.505
H -0.805 -1.905 -1.096
H -1.427 -1.663 0.511
*
```

Atom charges from the Mulliken analysis, given in e for atoms 1 to 8: C -0.5715; C -0.6227; C -0.6402; S -0.1576; C -0.6219; C -0.6163; H 0.3430; H 0.3374

iii.
A structure of composition C5H10S, computed with ωB97M-V/def2-TZVPD.

As for the HOMO energy: -8.488 eV.

```
! RIJCOSX wB97M-V def2-TZVPD def2/J DEFGRID3
* xyz 0 1
C -1.346 -0.926 1.621
C -0.363 -0.733 0.254
C 0.599 0.615 0.041
C 1.587 0.001 -1.103
C -0.358 1.547 -0.380
H -1.092 -0.004 2.385
H -2.156 -0.509 1.053
H -1.380 -2.102 1.854
H 0.403 -1.685 -0.018
H -0.917 -0.771 -0.608
H 1.118 0.908 0.840
H 2.755 -0.447 -0.605
H 1.609 0.973 -2.149
H 0.720 -1.026 -1.638
H -0.826 1.972 0.436
S -0.353 2.186 -1.982
*
```

Atom charges from the Mulliken analysis, given in e for atoms 1 to 8: C -0.7875; C -1.1216; C 0.1531; C -0.8349; C -0.3788; H 0.2098; H 0.2906; H 0.2798

Which of them is the most stable, and which is the least stable? ii and iii, in that order.